(1)
The following is a DFT calculation (ωB97M-V/def2-TZVPD) of a 21-piece molecular cluster, C75H204N12O21 overall.

Computed properties:
* gap between HOMO and LUMO: 9.05 eV
* HOMO level: -0.3156 Eh
* ΔE to the lowest compared entry with this formula, charge and spin: 27.5 kcal per mole
* LUMO: 0.47 eV

The geometry in XYZ format:
```
312
C75H204N12O21 ωB97M-V/def2-TZVPD
C 19.39 14.85 29.65
C 19.08 14.70 28.17
C 18.86 13.20 27.89
O 20.04 12.44 28.16
C 19.89 11.17 27.58
N 17.84 15.46 27.90
H 18.52 14.40 30.13
H 19.44 15.87 30.05
H 20.28 14.31 29.88
H 19.96 15.00 27.55
H 18.56 13.12 26.82
H 18.04 12.81 28.53
H 19.63 11.33 26.51
H 18.97 10.56 27.94
H 20.79 10.60 27.84
H 17.57 15.49 26.93
H 18.03 16.42 28.21
C 17.42 20.44 29.86
C 18.76 20.04 30.38
C 19.68 19.73 29.14
O 19.23 18.59 28.41
C 20.12 18.32 27.25
N 19.38 21.14 31.13
H 17.51 21.46 29.43
H 16.62 20.61 30.61
H 17.04 19.76 29.10
H 18.71 19.10 30.85
H 20.74 19.63 29.43
H 19.63 20.66 28.60
H 19.76 17.38 26.77
H 21.16 18.21 27.55
H 19.95 19.15 26.54
H 20.40 21.05 31.24
H 19.30 21.96 30.55
C 20.11 13.71 14.74
C 20.34 15.10 14.28
C 19.78 16.20 15.11
O 18.38 16.12 15.41
C 17.85 17.35 16.03
N 21.78 15.47 14.19
H 20.50 13.56 15.78
H 20.66 13.03 14.11
H 19.10 13.37 14.66
H 19.97 15.24 13.24
H 19.95 17.15 14.59
H 20.42 16.32 16.01
H 18.04 18.19 15.42
H 18.20 17.48 17.07
H 16.81 17.21 15.94
H 22.31 15.28 15.06
H 22.20 14.83 13.49
C 22.92 13.43 19.10
C 21.41 12.98 19.01
C 20.49 14.22 18.82
O 19.15 13.82 18.98
C 18.32 14.91 18.60
N 21.23 12.21 17.78
H 23.21 13.76 18.12
H 23.53 12.58 19.36
H 23.16 14.26 19.84
H 21.24 12.46 19.94
H 20.76 14.78 17.91
H 20.77 14.87 19.65
H 18.47 15.67 19.42
H 17.30 14.57 18.66
H 18.61 15.32 17.63
H 21.93 11.46 17.69
H 20.32 11.80 17.76
C 11.73 17.91 19.54
C 11.63 19.20 18.75
C 11.87 18.99 17.18
O 13.24 18.65 16.94
C 13.58 18.33 15.59
N 10.21 19.72 18.81
H 11.65 17.99 20.63
H 12.73 17.48 19.36
H 10.99 17.19 19.20
H 12.45 19.83 19.10
H 11.68 19.94 16.70
H 11.19 18.20 16.92
H 13.04 17.50 15.14
H 14.60 18.19 15.53
H 13.40 19.17 14.94
H 10.12 20.72 18.56
H 9.95 19.56 19.79
C 16.52 26.54 22.45
C 16.73 25.35 21.51
C 18.17 24.81 21.51
O 18.89 25.83 20.89
C 20.26 25.61 20.94
N 15.71 24.27 21.72
H 17.40 27.17 22.21
H 16.51 26.29 23.54
H 15.68 27.18 22.16
H 16.50 25.84 20.54
H 18.20 23.89 20.95
H 18.55 24.64 22.58
H 20.57 26.06 21.90
H 20.64 26.19 20.10
H 20.59 24.54 20.93
H 14.80 24.69 21.90
H 15.62 23.62 20.94
C 17.26 21.68 13.97
C 17.42 20.90 12.64
C 17.96 19.49 12.83
O 18.07 18.81 11.63
C 18.94 17.72 11.73
N 16.17 20.78 11.96
H 16.86 22.66 13.75
H 18.18 21.85 14.53
H 16.62 21.21 14.74
H 18.18 21.51 12.10
H 17.36 18.93 13.51
H 18.95 19.65 13.30
H 20.05 18.01 11.87
H 18.80 17.13 10.84
H 18.59 17.18 12.59
H 16.23 20.13 11.18
H 15.91 21.66 11.47
C 12.64 16.20 30.67
C 14.11 16.62 30.25
C 14.22 17.89 29.45
O 13.42 17.77 28.32
C 13.07 19.01 27.66
N 14.88 16.73 31.49
H 12.08 17.12 30.89
H 12.80 15.51 31.53
H 12.06 15.66 29.89
H 14.55 15.75 29.69
H 15.30 18.01 29.19
H 14.02 18.85 29.97
H 12.47 19.64 28.30
H 12.56 18.81 26.75
H 14.00 19.54 27.46
H 15.89 16.89 31.32
H 14.44 17.36 32.14
C 15.19 14.74 25.10
C 14.17 15.44 26.00
C 12.87 15.56 25.15
O 13.13 16.30 23.91
C 12.20 17.35 23.66
N 13.86 14.60 27.19
H 16.20 14.69 25.56
H 15.31 15.26 24.16
H 14.87 13.73 24.83
H 14.43 16.48 26.25
H 12.12 16.10 25.72
H 12.47 14.53 24.98
H 11.20 16.91 23.60
H 12.50 17.77 22.70
H 12.18 18.14 24.40
H 14.65 14.31 27.73
H 13.38 15.17 27.89
C 14.27 15.32 12.78
C 15.58 15.12 13.38
C 16.24 13.72 13.07
O 16.75 13.74 11.76
C 17.39 12.58 11.46
N 16.46 16.23 13.20
H 14.39 15.42 11.72
H 13.94 16.31 13.16
H 13.53 14.51 12.98
H 15.48 15.05 14.49
H 15.56 12.90 13.12
H 17.04 13.60 13.74
H 18.25 12.35 12.08
H 17.72 12.70 10.45
H 16.74 11.68 11.43
H 16.37 16.56 12.26
H 17.36 16.15 13.61
C 16.16 23.32 25.87
C 16.50 22.03 25.15
C 16.23 20.76 25.96
O 16.58 19.61 25.17
C 16.29 18.37 25.80
N 15.73 21.98 23.88
H 16.38 24.13 25.16
H 16.82 23.53 26.73
H 15.16 23.28 26.30
H 17.57 21.94 24.92
H 15.21 20.72 26.29
H 16.86 20.76 26.87
H 16.46 17.57 25.15
H 15.30 18.30 26.18
H 16.96 18.29 26.68
H 15.77 22.79 23.25
H 16.15 21.24 23.36
C 17.09 16.64 22.03
C 16.19 17.77 21.46
C 15.29 17.37 20.29
O 16.01 16.69 19.25
C 15.17 16.11 18.25
N 15.39 18.54 22.43
H 17.54 16.96 22.98
H 17.85 16.43 21.30
H 16.55 15.70 22.28
H 16.86 18.55 21.01
H 14.71 18.20 19.90
H 14.53 16.58 20.70
H 15.79 15.85 17.33
H 14.44 16.84 17.88
H 14.68 15.26 18.69
H 16.03 18.76 23.20
H 14.65 17.96 22.85
C 12.14 14.96 16.53
C 11.18 14.41 17.62
C 12.00 13.99 18.82
O 10.19 15.35 18.01
H 12.80 14.18 16.12
H 12.78 15.76 16.88
H 11.58 15.33 15.68
H 10.68 13.52 17.24
H 12.34 14.91 19.39
H 12.83 13.34 18.44
H 11.39 13.47 19.56
H 9.44 15.23 17.44
C 19.73 20.53 22.74
C 21.08 19.96 22.39
C 21.19 18.49 22.79
O 21.21 20.12 20.99
H 19.45 20.38 23.75
H 18.98 19.98 22.16
H 19.69 21.59 22.53
H 21.73 20.68 22.88
H 22.18 18.05 22.51
H 20.38 17.96 22.42
H 21.07 18.43 23.84
H 22.08 19.79 20.68
C 12.53 23.21 23.50
C 11.96 21.91 24.01
C 11.46 21.00 22.91
O 12.91 21.23 24.82
H 13.01 23.80 24.30
H 11.76 23.81 23.03
H 13.30 23.07 22.71
H 11.12 22.11 24.61
H 10.73 21.51 22.24
H 11.01 20.07 23.32
H 12.35 20.68 22.28
H 13.76 21.33 24.35
C 22.77 16.85 18.49
C 23.31 18.16 18.13
C 22.37 19.01 17.27
O 23.59 18.92 19.37
H 22.64 16.22 17.62
H 21.85 16.84 19.05
H 23.52 16.31 19.11
H 24.31 18.01 17.66
H 22.08 18.52 16.33
H 22.84 19.94 16.97
H 21.48 19.20 17.88
H 24.16 19.68 19.24
C 17.09 11.68 20.31
C 16.66 12.86 21.17
C 15.32 13.39 20.83
O 16.71 12.43 22.58
H 16.33 10.88 20.40
H 17.99 11.23 20.74
H 17.26 11.95 19.25
H 17.39 13.65 21.11
H 15.12 14.28 21.39
H 14.66 12.54 21.02
H 15.20 13.77 19.79
H 15.95 11.90 22.80
C 16.33 12.32 16.21
C 17.02 11.20 15.43
C 18.06 10.55 16.35
O 16.09 10.16 15.01
H 15.77 12.00 17.15
H 15.58 12.80 15.62
H 17.04 13.07 16.51
H 17.50 11.58 14.56
H 18.71 11.31 16.69
H 18.62 9.86 15.75
H 17.70 10.05 17.28
H 16.53 9.32 15.20
C 16.53 20.00 18.61
C 17.31 20.93 19.55
C 18.70 21.23 18.98
O 16.64 22.16 19.90
H 15.49 20.00 18.86
H 16.93 19.01 18.60
H 16.63 20.28 17.58
H 17.34 20.49 20.56
H 19.34 20.31 18.85
H 19.19 21.89 19.66
H 18.60 21.59 18.00
H 16.35 22.52 19.04
C 13.54 22.60 16.43
C 13.94 23.29 17.73
C 13.49 22.50 18.99
O 15.38 23.44 17.84
H 13.99 21.61 16.37
H 13.70 23.16 15.52
H 12.49 22.42 16.50
H 13.57 24.30 17.87
H 14.14 21.68 19.18
H 12.48 22.21 18.76
H 13.57 23.10 19.90
H 15.69 23.68 16.97
C 20.60 15.02 24.27
C 19.61 14.09 23.65
C 20.12 12.68 23.59
O 18.36 14.30 24.35
H 20.96 14.73 25.23
H 20.00 15.90 24.37
H 21.42 15.29 23.58
H 19.48 14.41 22.61
H 19.46 11.95 23.05
H 20.34 12.26 24.58
H 21.09 12.65 23.04
H 17.70 13.75 23.91
```

=====

(2)
The following is a DFT calculation (ωB97M-V/def2-TZVPD) of one molecule with the formula C20H18N6O2.

Computed properties:
* gap between HOMO and LUMO: 8.36 eV
* HOMO level: -0.3188 Eh
* SMILES: CCOc1ncccc1C(=O)Nc1ccc(-c2ccc3nnc(C)n3n2)cc1
* ΔE to the lowest compared entry with this formula, charge and spin: 36.5 kcal per mole
* LUMO: -0.31 eV

The geometry in XYZ format:
```
46
C20H18N6O2 ωB97M-V/def2-TZVPD
C 6.11 0.37 -2.81
C 5.51 1.10 -1.62
O 4.66 0.19 -0.93
C 4.09 0.64 0.19
N 4.27 1.89 0.56
C 3.66 2.33 1.66
C 2.84 1.54 2.44
C 2.65 0.22 2.06
C 3.28 -0.26 0.92
C 3.21 -1.70 0.54
O 4.18 -2.42 0.49
N 1.96 -2.21 0.34
C 0.73 -1.57 0.24
C 0.59 -0.29 -0.30
C -0.65 0.31 -0.37
C -1.79 -0.35 0.08
C -3.12 0.27 0.03
C -3.28 1.69 0.05
C -4.53 2.24 0.00
C -5.62 1.36 -0.08
N -6.92 1.52 -0.14
N -7.48 0.32 -0.19
C -6.56 -0.61 -0.15
C -6.75 -2.07 -0.18
N -5.34 -0.01 -0.08
N -4.13 -0.55 -0.03
C -1.66 -1.65 0.57
C -0.42 -2.25 0.65
H 6.65 -0.51 -2.46
H 5.32 0.04 -3.48
H 6.78 1.02 -3.34
H 6.29 1.45 -0.94
H 4.93 1.97 -1.94
H 3.86 3.36 1.91
H 2.36 1.94 3.32
H 2.04 -0.44 2.65
H 1.94 -3.23 0.28
H 1.46 0.22 -0.68
H -0.72 1.29 -0.81
H -2.41 2.32 0.14
H -4.71 3.30 0.03
H -7.81 -2.29 -0.35
H -6.44 -2.51 0.77
H -6.15 -2.52 -0.97
H -2.54 -2.17 0.90
H -0.33 -3.26 1.04
```

=====

(3)
The following is a DFT calculation (ωB97M-V/def2-TZVPD) of C11H10N4O5S4SbY as an isolated structure.

Computed properties:
* total charge: -2
* gap between HOMO and LUMO: 5.48 eV
* HOMO level: -0.0436 Eh
* ΔE to the lowest compared entry with this formula, charge and spin: 26.9 kcal per mole
* LUMO: 4.29 eV

The geometry in XYZ format:
```
36
C11H10N4O5S4SbY ωB97M-V/def2-TZVPD
Y 0.13 -0.97 -1.35
O -4.05 0.17 -1.76
C -2.96 -0.32 -1.48
O -1.87 -0.25 -2.12
C -2.89 -1.16 -0.19
C -4.06 -1.51 0.48
C -3.96 -2.29 1.62
C -2.71 -2.70 2.06
C -1.59 -2.30 1.34
N -1.69 -1.55 0.25
H -5.00 -1.15 0.08
H -4.85 -2.58 2.16
H -2.58 -3.31 2.94
H -0.58 -2.58 1.62
S 3.57 1.05 3.40
Sb 4.44 -0.04 1.54
S 1.78 -1.45 0.67
S 2.63 -1.58 -1.29
S 5.10 1.57 0.03
N 3.08 3.77 1.31
C 2.12 3.06 0.63
C 1.15 2.34 1.33
C 0.37 1.45 0.65
N 0.41 1.29 -0.68
C 1.24 2.08 -1.38
C 2.08 2.99 -0.77
H 3.27 3.32 2.21
H 3.95 3.76 0.79
H 1.14 2.36 2.41
H -0.31 0.80 1.20
H 1.26 1.95 -2.46
H 2.80 3.54 -1.36
O -0.47 -2.92 -2.31
N -0.37 -2.46 -3.50
O -0.89 -3.01 -4.43
O 0.31 -1.39 -3.62
```

=====

(4)
The following is a DFT calculation (ωB97M-V/def2-TZVPD) of a 2-piece molecular cluster, C4H12 overall.

Computed properties:
* total charge: +1
* gap between HOMO and LUMO (alpha / beta): 13.64 / 3.17 eV
* HOMO level (alpha / beta): -0.6073 / -0.5345 Eh
* ΔE to the lowest compared entry with this formula, charge and spin: 42.7 kcal per mole
* multiplicity: 2
* LUMO (alpha / beta): -2.89 / -11.37 eV

The geometry in XYZ format:
```
16
C4H12 ωB97M-V/def2-TZVPD
C -1.54 -0.13 2.12
C -0.37 0.81 2.51
H -2.58 0.17 2.46
H -1.49 -0.33 1.13
H -1.50 -1.28 2.39
H -0.97 1.68 2.91
H 0.34 1.14 1.70
H 0.48 0.52 3.14
C 1.33 -0.59 -2.94
C 0.52 -0.08 -1.74
H 2.30 -0.63 -2.61
H 0.91 -1.64 -3.14
H 1.23 0.12 -3.73
H 1.31 0.76 -1.28
H 0.38 -1.01 -1.08
H -0.36 0.47 -1.85
```

=====

(5)
The following is a DFT calculation (ωB97M-V/def2-TZVPD) of C20H14F10HgIN5 as an isolated structure.

Computed properties:
* total charge: -1
* gap between HOMO and LUMO (alpha / beta): 6.13 / 5.19 eV
* HOMO level (alpha / beta): -0.1479 / -0.1454 Eh
* ΔE to the lowest compared entry with this formula, charge and spin: 0.0 kcal per mole
* multiplicity: 2
* LUMO (alpha / beta): 2.11 / 1.23 eV

The geometry in XYZ format:
```
51
C20H14F10HgIN5 ωB97M-V/def2-TZVPD
Hg -0.22 0.30 0.58
C 0.20 3.85 1.28
N -0.04 3.03 0.11
C -1.24 3.42 -0.61
C -2.44 2.60 -0.17
N -2.32 1.30 -0.80
C -3.22 0.33 -0.59
C -4.35 0.31 0.26
F -4.65 1.41 1.01
C -5.17 -0.79 0.42
F -6.20 -0.73 1.28
C -4.94 -1.95 -0.28
F -5.72 -3.04 -0.11
C -3.87 -1.98 -1.16
F -3.64 -3.10 -1.87
C -3.06 -0.88 -1.32
F -2.05 -0.96 -2.19
C 1.11 2.93 -0.78
C 2.40 2.51 -0.11
N 2.24 1.31 0.68
C 3.17 0.35 0.69
C 2.94 -0.81 1.50
F 1.84 -0.84 2.27
C 3.75 -1.92 1.52
F 3.40 -2.98 2.26
C 4.93 -1.96 0.80
F 5.73 -3.04 0.81
C 5.27 -0.82 0.10
F 6.45 -0.78 -0.56
C 4.44 0.28 0.04
F 4.92 1.34 -0.65
H -0.69 3.83 1.92
H 0.42 4.90 1.02
H 1.03 3.44 1.86
H -1.10 3.22 -1.67
H -1.44 4.50 -0.49
H -3.36 3.12 -0.51
H -2.48 2.56 0.92
H 1.31 3.89 -1.29
H 0.85 2.19 -1.54
H 2.75 3.33 0.53
H 3.12 2.42 -0.93
I 1.29 -6.33 -1.74
C 0.42 -4.66 -0.90
C -0.44 -4.63 0.17
N -0.75 -3.33 0.35
N -0.15 -2.52 -0.53
C 0.57 -3.31 -1.31
H -0.82 -5.42 0.79
H -1.34 -2.92 1.05
H 1.15 -2.91 -2.12
```

=====

(6)
The following is a DFT calculation (ωB97M-V/def2-TZVPD) of one molecule with the formula C6H12O5.

Computed properties:
* gap between HOMO and LUMO: 10.41 eV
* HOMO level: -0.3604 Eh
* SMILES: OC[C@H]1O[C@H](O)C[C@@H](O)[C@@H]1O
* ΔE to the lowest compared entry with this formula, charge and spin: 3.4 kcal per mole
* LUMO: 0.60 eV

The geometry in XYZ format:
```
23
C6H12O5 ωB97M-V/def2-TZVPD
O 3.19 0.63 -0.13
C 2.22 -0.30 0.27
C 0.87 0.38 0.54
O 0.51 1.02 -0.70
C -0.86 1.16 -0.93
O -1.47 1.97 0.05
C -1.62 -0.17 -0.99
C -0.99 -1.24 -0.08
O -0.17 -2.05 -0.89
C -0.20 -0.59 1.07
O -1.06 0.01 2.00
H 2.82 1.12 -0.88
H 2.59 -0.77 1.18
H 2.07 -1.06 -0.51
H 1.02 1.16 1.30
H -0.91 1.67 -1.91
H -1.00 2.81 0.12
H -2.65 0.03 -0.69
H -1.60 -0.55 -2.00
H -1.79 -1.85 0.37
H 0.19 -2.77 -0.36
H 0.32 -1.38 1.63
H -1.49 0.76 1.56
```